{
  "formula": "C16H15BaBrTe",
  "method": "ωB97M-V with the def2-TZVPD basis set",
  "elements": ["C", "C", "C", "H", "C", "C", "H", "H", "H", "H", "Ba", "Br", "C", "C", "C", "H", "C", "C", "H", "H", "H", "H", "Te", "C", "C", "C", "C", "C", "C", "H", "H", "H", "H", "H"],
  "xyz": [[-1.584, 1.629, -0.327], [-0.425, 2.241, 0.169], [0.596, 2.075, -0.798], [-0.310, 2.709, 1.130], [0.053, 1.380, -1.894], [-1.281, 1.069, -1.596], [-1.953, 0.514, -2.228], [-2.535, 1.578, 0.173], [1.619, 2.380, -0.693], [0.588, 1.080, -2.774], [0.000, 0.000, 0.000], [1.846, 0.639, 1.653], [0.032, -2.152, 0.819], [-0.912, -2.084, -0.235], [-1.937, -1.216, 0.169], [-0.825, -2.572, -1.188], [-1.623, -0.733, 1.467], [-0.428, -1.343, 1.873], [0.084, -1.169, 2.800], [0.963, -2.686, 0.798], [-2.804, -0.953, -0.410], [-2.200, -0.033, 2.046], [3.328, -1.727, -0.266], [5.039, -0.827, -1.124], [5.187, -0.664, -2.505], [6.373, -0.121, -3.015], [7.407, 0.253, -2.149], [7.258, 0.088, -0.770], [6.076, -0.452, -0.259], [4.394, -0.970, -3.177], [6.496, 0.002, -4.083], [8.327, 0.664, -2.543], [8.058, 0.367, -0.096], [5.971, -0.593, 0.810]],
  "lowdin_charge": [-0.363, -0.389, -0.400, 0.079, -0.323, -0.348, 0.091, 0.092, 0.076, 0.094, 1.638, -0.133, -0.407, -0.341, -0.368, 0.099, -0.340, -0.397, 0.056, 0.012, 0.090, 0.095, 0.547, -0.717, -0.184, -0.136, -0.158, -0.136, -0.190, 0.071, 0.074, 0.067, 0.078, 0.072],
  "energy_ha": -3485.8364,
  "largest_force_ev_per_a": 14.1,
  "homo_energy_ev": 0.314,
  "gap_ev": 3.99,
  "total_charge": -2,
  "multiplicity": 1,
  "e_lumo_ev": 4.31
}

{
  "formula": "C12H18CrF11GeNO5S3",
  "method": "ωB97M-V with the def2-TZVPD basis set",
  "elements": ["Cr", "F", "C", "F", "F", "S", "O", "O", "N", "S", "O", "O", "C", "F", "F", "F", "O", "S", "C", "C", "C", "C", "H", "H", "H", "H", "H", "H", "H", "H", "C", "Ge", "C", "C", "C", "H", "H", "H", "H", "H", "H", "H", "H", "H", "H", "F", "C", "F", "C", "F", "F", "F"],
  "xyz": [[-0.953, 0.507, 0.992], [-4.323, -1.746, 2.939], [-3.429, -1.662, 1.950], [-2.220, -1.562, 2.537], [-3.471, -2.793, 1.259], [-3.864, -0.152, 0.882], [-2.847, 0.835, 1.403], [-5.193, 0.124, 1.333], [-3.757, -0.516, -0.599], [-2.260, -1.008, -1.261], [-1.721, 0.392, -1.797], [-1.484, -1.221, 0.043], [-0.467, -2.344, -2.461], [-0.988, -2.357, -3.750], [-1.025, -3.523, -1.900], [0.867, -2.785, -2.676], [0.903, 0.053, 0.604], [1.332, -1.064, -0.397], [3.117, -1.136, -0.002], [3.380, -2.414, 0.799], [2.077, -2.724, 1.535], [1.002, -2.614, 0.465], [3.268, -0.236, 0.594], [3.690, -1.065, -0.926], [4.219, -2.283, 1.482], [3.617, -3.236, 0.120], [1.896, -1.978, 2.312], [2.087, -3.712, 1.995], [-0.025, -2.558, 0.821], [1.075, -3.394, -0.298], [1.701, 3.040, -0.723], [0.289, 2.195, -1.784], [1.102, 0.897, -3.008], [-0.439, 3.639, -2.906], [-1.234, 1.391, -0.801], [2.447, 3.444, -1.413], [2.175, 2.323, -0.053], [1.304, 3.855, -0.116], [1.111, 1.317, -4.016], [0.514, -0.024, -3.022], [2.128, 0.652, -2.722], [0.349, 4.043, -3.548], [-0.832, 4.448, -2.285], [-1.246, 3.266, -3.540], [-2.026, 2.133, -0.671], [-1.153, 3.070, 2.437], [-0.333, 1.970, 2.272], [0.941, 2.485, 2.157], [-0.331, 1.232, 3.625], [0.299, 1.820, 4.654], [-1.572, 0.942, 4.030], [0.305, 0.037, 3.434]],
  "mulliken_spin": [1.118, 0.000, 0.000, 0.001, 0.000, -0.001, -0.001, 0.000, 0.003, -0.001, -0.001, 0.006, 0.001, 0.000, 0.000, 0.000, -0.030, 0.011, -0.001, 0.000, 0.001, 0.001, 0.001, 0.000, 0.000, 0.000, -0.001, 0.000, 0.000, 0.000, 0.001, -0.005, 0.001, -0.003, -0.091, 0.000, 0.000, 0.001, 0.000, -0.001, 0.000, 0.000, 0.000, 0.000, 0.007, 0.001, -0.010, -0.001, -0.008, 0.000, 0.002, 0.000],
  "energy_ha": -6313.4286,
  "largest_force_ev_per_a": 1.9,
  "homo_energy_ev": [-4.876, -4.874],
  "de_lowest_kcal_mol": 6.8,
  "gap_ev": [7.17, 7.17],
  "total_charge": -1,
  "multiplicity": 2,
  "e_lumo_ev": [2.30, 2.30],
  "s_squared": 0.77
}

{
  "formula": "C4H6O2",
  "method": "ωB97M-V with the def2-TZVPD basis set",
  "elements": ["C", "C", "O", "C", "C", "O", "H", "H", "H", "H", "H", "H"],
  "xyz": [[-0.435, 1.493, -0.080], [-0.519, -0.004, -0.137], [-0.339, -0.532, -1.347], [-0.488, -0.825, 0.953], [1.166, -1.049, -0.618], [2.121, -0.393, -0.399], [0.009, 1.843, 0.855], [-1.434, 1.930, -0.174], [0.162, 1.844, -0.925], [-0.471, -0.380, 1.940], [-0.799, -1.862, 0.891], [1.027, -2.065, -0.959]],
  "lowdin_charge": [-0.010, -0.532, -0.058, 0.045, -0.141, 0.120, 0.088, 0.091, 0.090, 0.076, 0.079, 0.152],
  "energy_ha": -306.3890,
  "largest_force_ev_per_a": 1.6,
  "homo_energy_ev": -9.130,
  "de_lowest_kcal_mol": 73.6,
  "gap_ev": 9.89,
  "total_charge": 0,
  "multiplicity": 1,
  "e_lumo_ev": 0.76
}

The highest multiplicity belongs to which entry? C12H18CrF11GeNO5S3

Copy entry 2 word for word.
{
  "formula": "C12H18CrF11GeNO5S3",
  "method": "ωB97M-V with the def2-TZVPD basis set",
  "elements": ["Cr", "F", "C", "F", "F", "S", "O", "O", "N", "S", "O", "O", "C", "F", "F", "F", "O", "S", "C", "C", "C", "C", "H", "H", "H", "H", "H", "H", "H", "H", "C", "Ge", "C", "C", "C", "H", "H", "H", "H", "H", "H", "H", "H", "H", "H", "F", "C", "F", "C", "F", "F", "F"],
  "xyz": [[-0.953, 0.507, 0.992], [-4.323, -1.746, 2.939], [-3.429, -1.662, 1.950], [-2.220, -1.562, 2.537], [-3.471, -2.793, 1.259], [-3.864, -0.152, 0.882], [-2.847, 0.835, 1.403], [-5.193, 0.124, 1.333], [-3.757, -0.516, -0.599], [-2.260, -1.008, -1.261], [-1.721, 0.392, -1.797], [-1.484, -1.221, 0.043], [-0.467, -2.344, -2.461], [-0.988, -2.357, -3.750], [-1.025, -3.523, -1.900], [0.867, -2.785, -2.676], [0.903, 0.053, 0.604], [1.332, -1.064, -0.397], [3.117, -1.136, -0.002], [3.380, -2.414, 0.799], [2.077, -2.724, 1.535], [1.002, -2.614, 0.465], [3.268, -0.236, 0.594], [3.690, -1.065, -0.926], [4.219, -2.283, 1.482], [3.617, -3.236, 0.120], [1.896, -1.978, 2.312], [2.087, -3.712, 1.995], [-0.025, -2.558, 0.821], [1.075, -3.394, -0.298], [1.701, 3.040, -0.723], [0.289, 2.195, -1.784], [1.102, 0.897, -3.008], [-0.439, 3.639, -2.906], [-1.234, 1.391, -0.801], [2.447, 3.444, -1.413], [2.175, 2.323, -0.053], [1.304, 3.855, -0.116], [1.111, 1.317, -4.016], [0.514, -0.024, -3.022], [2.128, 0.652, -2.722], [0.349, 4.043, -3.548], [-0.832, 4.448, -2.285], [-1.246, 3.266, -3.540], [-2.026, 2.133, -0.671], [-1.153, 3.070, 2.437], [-0.333, 1.970, 2.272], [0.941, 2.485, 2.157], [-0.331, 1.232, 3.625], [0.299, 1.820, 4.654], [-1.572, 0.942, 4.030], [0.305, 0.037, 3.434]],
  "mulliken_spin": [1.118, 0.000, 0.000, 0.001, 0.000, -0.001, -0.001, 0.000, 0.003, -0.001, -0.001, 0.006, 0.001, 0.000, 0.000, 0.000, -0.030, 0.011, -0.001, 0.000, 0.001, 0.001, 0.001, 0.000, 0.000, 0.000, -0.001, 0.000, 0.000, 0.000, 0.001, -0.005, 0.001, -0.003, -0.091, 0.000, 0.000, 0.001, 0.000, -0.001, 0.000, 0.000, 0.000, 0.000, 0.007, 0.001, -0.010, -0.001, -0.008, 0.000, 0.002, 0.000],
  "energy_ha": -6313.4286,
  "largest_force_ev_per_a": 1.9,
  "homo_energy_ev": [-4.876, -4.874],
  "de_lowest_kcal_mol": 6.8,
  "gap_ev": [7.17, 7.17],
  "total_charge": -1,
  "multiplicity": 2,
  "e_lumo_ev": [2.30, 2.30],
  "s_squared": 0.77
}

Look up the multiplicity of the first one. 1